# 1
Density functional theory data (ωB97M-V/def2-TZVPD) for one molecule with the formula C21H19FO2.

Results
- LUMO energy (eV) = -0.8
- HOMO-LUMO gap (eV) = 8.2
- SMILES string = O=C1C=C(CCCF)C(=O)c2cc(CCc3ccccc3)ccc21
- E_HOMO (Eh) = -0.3291
- relative energy (zero: lowest compared OMol25 entry of this formula, charge and spin) (kJ/mol) = 0.0

Last column: natural (NBO) charge in e.
CARTESIAN COORDINATES (ANGSTROEM)
O 4.57726 -2.04198 0.95363  -0.503
C 3.65357 -1.36771 0.57184  0.553
C 3.82775 0.09881 0.04774  -0.287
C 3.01573 0.55784 -0.94469  -0.024
C 3.04943 2.00308 -1.52457  -0.448
C 3.29295 3.12427 -0.42940  -0.448
C 2.35059 3.01838 0.81576  0.039
F 1.18388 3.82335 0.67830  -0.378
C 1.93870 -0.41369 -1.54898  0.549
O 1.66670 -0.43812 -2.72332  -0.503
C 1.28764 -1.37655 -0.49801  -0.111
C -0.11764 -1.71679 -0.59837  -0.195
C -0.69016 -2.59336 0.43934  0.005
C -2.21493 -2.92665 0.37110  -0.435
C -3.03985 -2.07366 -0.65745  -0.431
C -3.27934 -0.58752 -0.25149  -0.013
C -2.39971 0.24128 0.55664  -0.240
C -2.67150 1.65747 0.86445  -0.206
C -3.90608 2.27499 0.36233  -0.222
C -4.81110 1.45442 -0.44470  -0.215
C -4.51654 0.06258 -0.74229  -0.218
C 0.18556 -3.08968 1.49998  -0.200
C 1.61469 -2.74722 1.59910  -0.175
C 2.16706 -1.86605 0.58647  -0.130
H 4.58647 0.78853 0.50237  0.233
H 2.01887 2.19953 -1.94138  0.229
H 3.74334 2.11746 -2.40554  0.243
H 4.38406 3.16218 -0.15005  0.214
H 3.04852 4.10227 -0.93823  0.241
H 2.01434 1.98321 1.06733  0.178
H 2.93537 3.38132 1.71066  0.170
H -0.68385 -1.29263 -1.45521  0.246
H -2.35539 -4.02596 0.15387  0.232
H -2.65989 -2.76377 1.39666  0.227
H -2.60030 -2.11580 -1.68780  0.223
H -4.05929 -2.55057 -0.73628  0.228
H -1.46224 -0.17369 0.98445  0.224
H -1.96961 2.28637 1.45773  0.227
H -4.15336 3.33697 0.59555  0.223
H -5.76054 1.89682 -0.83717  0.219
H -5.21879 -0.52295 -1.37540  0.214
H -0.25890 -3.76501 2.27547  0.223
H 2.28654 -3.12175 2.39958  0.242

Atoms 1-3, force components in eV/Å:
O -0.4 0.4 0.0
C -1.0 0.8 -0.1
C -0.9 -0.2 -0.5


# 2
Density functional theory data (ωB97M-V/def2-TZVPD) for C6H16F7MgNO8S2V as an isolated structure.

Results
- spin multiplicity = 5
- LUMO energy (spin up / spin down) (eV) = -11.1 / -14.8
- HOMO-LUMO gap (spin up / spin down) (eV) = 9.7 / 6.0
- total charge = +3
- <S²> = 6.018
- E_HOMO (spin up / spin down) (Eh) = -0.7665 / -0.7671

Last column: Löwdin spin population.
CARTESIAN COORDINATES (ANGSTROEM)
Mg -0.98360 -0.25034 0.82990  0.002
V -0.72011 2.05353 -2.64315  2.939
C 2.91959 -0.72216 0.28743  0.003
F 2.83268 -1.97808 0.65638  0.007
F 4.13642 -0.21361 0.19628  0.002
F 2.31065 -0.60108 -0.86131  0.001
S 1.89808 0.34773 1.50586  0.004
O 2.74366 0.82105 2.61593  -0.003
O 1.46630 1.46287 0.68933  -0.001
N 0.46674 -0.62595 1.87975  0.149
S 0.99537 -1.22504 3.29681  -0.040
O 2.34314 -1.84450 3.33093  0.503
O 0.80860 -0.35300 4.43945  0.380
C -0.08259 -2.82024 3.53489  -0.008
F -1.38509 -2.57984 3.23578  -0.002
F 0.37134 -3.84230 2.76842  0.000
F -0.08067 -3.16672 4.81023  -0.002
F -1.01462 0.95013 -0.72904  0.028
C 0.00513 -2.99716 -0.60521  0.000
O -0.17397 -1.67655 -0.55841  0.004
H 1.04692 -3.21040 -0.84462  0.000
H -0.26713 -3.37474 0.38039  0.000
H -0.71326 -3.39655 -1.32112  0.000
H 0.02193 -1.44900 -1.47024  0.000
C -2.73910 1.87729 1.82997  0.000
O -1.59372 1.16757 2.10515  0.003
H -3.35480 2.10881 2.69912  0.000
H -2.44214 2.86295 1.47164  0.000
H -3.33232 1.31076 1.11217  0.000
H -1.16839 1.48261 2.90605  0.000
C -3.09087 0.36986 -4.51621  0.002
O -2.43996 0.67028 -3.32049  0.011
H -3.05408 1.18173 -5.24258  0.000
H -2.69338 -0.51083 -5.02069  0.000
H -4.16095 0.26478 -4.33734  0.000
H -2.78429 0.04443 -2.67911  0.001
C 2.58424 3.14867 -2.27608  0.002
O 1.31928 2.47234 -1.97479  0.012
H 2.98137 3.68057 -1.41151  0.000
H 3.38417 2.50639 -2.64445  0.000
H 2.31240 3.83752 -3.07589  0.000
H 1.32701 2.21623 -1.04962  0.003

Atoms 1-3, force components in eV/Å:
Mg -2.0 1.2 -2.8
V 0.0 -1.3 1.4
C 0.3 0.2 0.4


# 3
Density functional theory data (ωB97M-V/def2-TZVPD) for a 2-piece molecular cluster, C7H14NO4P2 overall.

Results
- LUMO energy (eV) = 3.4
- HOMO-LUMO gap (eV) = 8.5
- total charge = -1
- E_HOMO (Eh) = -0.1872
- relative energy (zero: lowest compared OMol25 entry of this formula, charge and spin) (kJ/mol) = 161.9

Last column: natural (NBO) charge in e.
CARTESIAN COORDINATES (ANGSTROEM)
C 1.69250 0.43683 -0.81451  -0.111
C 1.18297 -0.69852 -0.33939  -0.265
C 1.99943 1.57400 0.08614  -0.477
C 2.00567 1.41810 1.58094  -0.415
C 1.11722 0.20021 1.98307  -0.213
C 0.76706 -0.74410 1.08403  -0.207
C -1.76652 0.03098 -1.92044  -0.421
N -2.35496 -0.24390 -0.60130  -1.123
O -1.36684 2.22251 -0.04966  -1.175
O -1.88900 0.55408 1.75472  -1.053
O -3.87447 1.53413 0.52827  -1.149
O -2.00265 -2.60458 0.83118  -1.035
P -3.01268 -1.70434 -0.32970  1.033
P -2.42103 1.27980 0.39613  2.478
H 1.61346 0.72899 -1.85509  0.204
H 0.74965 -1.34950 -0.97368  0.207
H 2.84198 2.15144 -0.05837  0.205
H 1.23030 2.29388 -0.15393  0.256
H 2.98161 1.27570 1.87231  0.187
H 1.60923 2.27704 2.13133  0.214
H 0.86237 0.10456 3.00843  0.198
H -0.96613 0.46171 1.83074  0.494
H 0.19483 -1.65100 1.42320  0.223
H -1.91727 -0.84676 -2.56778  0.183
H -2.16771 0.97673 -2.38017  0.192
H -0.73868 0.28810 -1.67412  0.201
H -1.76874 -2.12722 1.62492  0.471
H -3.84766 -1.22237 0.56897  -0.102

Atoms 1-3, force components in eV/Å:
C 0.2 0.2 0.5
C 0.3 2.7 2.2
C -1.9 0.9 0.4


# 4
Density functional theory data (ωB97M-V/def2-TZVPD) for one molecule with the formula C3H4OS.

Results
- LUMO energy (spin up / spin down) (eV) = 0.0 / -2.2
- HOMO-LUMO gap (spin up / spin down) (eV) = 9.4 / 5.6
- E_HOMO (spin up / spin down) (Eh) = -0.3454 / -0.2893
- relative energy (zero: lowest compared OMol25 entry of this formula, charge and spin) (kJ/mol) = 382.3

Last column: natural (NBO) charge in e.
CARTESIAN COORDINATES (ANGSTROEM)
C 0.91401 0.14284 0.03678  0.104
C 0.14062 1.29565 0.05380  -0.409
C -0.92571 -1.32621 0.00335  -0.056
O 0.41960 -1.14075 0.09774  -0.480
S 2.67995 0.28179 -0.28394  0.088
H 0.58732 2.33984 0.12299  0.236
H -0.95684 1.33882 0.08443  0.206
H -1.67718 -0.63979 -0.27220  0.157
H -1.18176 -2.29219 0.15704  0.155

Atoms 1-3, force components in eV/Å:
C 1.0 1.5 -0.7
C 0.7 0.5 0.4
C 1.0 1.1 0.1


# 5
Density functional theory data (ωB97M-V/def2-TZVPD) for a 4-piece molecular cluster, C6H19ClNO3 overall.

Results
- LUMO energy (eV) = 2.7
- HOMO-LUMO gap (eV) = 6.8
- total charge = -1
- E_HOMO (Eh) = -0.1478

Last column: natural (NBO) charge in e.
CARTESIAN COORDINATES (ANGSTROEM)
Cl 2.11192 3.36130 -2.15299  -0.997
C -0.76954 -3.64905 -2.45540  -0.627
C -0.77470 -2.18016 -1.95276  -0.069
C -0.65251 -2.05107 -0.41755  -0.079
O -1.74071 -2.70510 0.28932  -0.553
C -3.06720 -2.16965 0.10927  -0.263
N 0.30246 -1.52366 -2.61329  -0.810
H -1.67017 -4.12706 -2.07010  0.205
H -0.00733 -4.35148 -2.11820  0.200
H -0.73560 -3.75000 -3.54020  0.215
H -1.73156 -1.75602 -2.25709  0.176
H -0.47571 -0.99039 -0.23916  0.173
H 0.29984 -2.52322 -0.17630  0.180
H -3.22696 -1.11440 0.33064  0.186
H -3.64185 -2.80879 0.77966  0.186
H -3.43803 -2.54411 -0.84486  0.169
H 1.13431 -2.08213 -2.48594  0.344
H 0.46892 -0.65964 -2.11742  0.366
C -0.98529 4.46323 1.86181  -0.242
O -1.60021 4.08025 0.65177  -0.737
H -0.38284 3.69396 2.34488  0.158
H -0.27175 5.26016 1.65238  0.163
H -1.70852 4.87878 2.56349  0.165
H -0.95696 3.67282 0.06711  0.492
C 3.90423 1.81846 2.82520  -0.236
O 4.54055 2.08905 1.61129  -0.736
H 3.34211 2.70502 3.11870  0.158
H 3.18015 1.01500 2.69001  0.152
H 4.62929 1.48289 3.56668  0.167
H 3.92367 2.46503 0.97906  0.493

Atoms 1-3, force components in eV/Å:
Cl -0.1 -0.1 0.3
C -1.0 -0.3 0.6
C -0.1 -1.9 0.1


# 6
Density functional theory data (ωB97M-V/def2-TZVPD) for one molecule with the formula C5H8O.

Results
- LUMO energy (eV) = 0.7
- HOMO-LUMO gap (eV) = 10.7
- E_HOMO (Eh) = -0.3666
- relative energy (zero: lowest compared OMol25 entry of this formula, charge and spin) (kJ/mol) = 433.1

Last column: natural (NBO) charge in e.
CARTESIAN COORDINATES (ANGSTROEM)
C -0.07322 1.46356 1.71560  -0.259
O -0.56048 1.16995 0.42050  -0.526
C 0.37595 0.58930 -0.42796  -0.064
C 1.29994 -1.06069 0.43900  0.128
C 0.36034 -1.01621 -0.43614  -0.340
C -0.56095 -1.76361 -1.34865  -0.629
H 0.79121 2.14420 1.67715  0.168
H -0.88719 1.95856 2.25019  0.196
H 0.22820 0.55565 2.25474  0.195
H 0.05683 0.78213 -1.45515  0.220
H 1.36771 1.04718 -0.30825  0.215
H -0.34585 -1.51951 -2.39719  0.225
H -0.44595 -2.84535 -1.23121  0.237
H -1.60654 -1.50517 -1.15263  0.234

Atoms 1-3, force components in eV/Å:
C 0.1 0.1 0.2
O -0.1 -0.1 -0.1
C 0.1 0.2 -0.2


# 7
Density functional theory data (ωB97M-V/def2-TZVPD) for C29H45BKN7O as an isolated structure.

Results
- spin multiplicity = 2
- LUMO energy (spin up / spin down) (eV) = 2.4 / 2.3
- HOMO-LUMO gap (spin up / spin down) (eV) = 3.5 / 6.4
- total charge = -1
- <S²> = 0.764
- E_HOMO (spin up / spin down) (Eh) = -0.0428 / -0.1500

Last column: Löwdin spin population.
CARTESIAN COORDINATES (ANGSTROEM)
K -0.65555 0.21506 0.53299  0.011
C 4.04229 -3.13216 -1.12473  0.000
C 2.86348 -2.85068 -0.25243  0.000
C 2.39519 -3.60335 0.80351  0.000
C 1.27262 -2.89869 1.28271  0.000
N 1.08688 -1.81565 0.55757  0.000
N 2.05492 -1.77128 -0.38846  0.000
B 2.14158 -0.66262 -1.47917  0.000
N 0.92431 -0.66748 -2.44953  0.000
N -0.34141 -0.38678 -2.05802  0.000
C -1.12646 -0.48508 -3.11046  0.000
C -0.36255 -0.84359 -4.23960  0.000
C 0.93148 -0.94804 -3.77565  0.000
C 2.15710 -1.30312 -4.55097  0.000
C -2.61573 -0.23185 -3.01887  0.000
C -2.97995 0.91870 -3.96663  0.000
C -3.36030 -1.49831 -3.46179  0.000
C -3.06973 0.13592 -1.60283  0.002
N 2.46785 0.75108 -0.91348  0.000
N 1.62519 1.45038 -0.11664  0.000
C 2.18234 2.61381 0.14679  0.000
C 3.43329 2.69710 -0.49709  0.000
C 3.57606 1.49347 -1.15410  0.000
C 4.72342 1.04145 -1.99610  0.000
C 1.49515 3.64681 1.01337  0.000
C 1.29844 4.92687 0.19034  0.000
C 2.39340 3.96028 2.21747  0.000
C 0.13047 3.17800 1.52707  0.001
C 0.35255 -3.25479 2.43049  0.000
C -0.27720 -4.62536 2.14878  0.000
C 1.17929 -3.34055 3.72051  0.000
C -0.76841 -2.23071 2.63261  0.001
H 4.53179 -4.04704 -0.79265  0.000
H 3.74905 -3.26078 -2.16733  0.000
H 4.77093 -2.32161 -1.08691  0.000
H 2.81535 -4.52656 1.16862  0.000
H 3.08622 -0.95794 -2.15412  0.000
H -0.69611 -1.00491 -5.25198  0.000
H 1.89208 -1.47794 -5.59310  0.000
H 2.89843 -0.50394 -4.51629  0.000
H 2.62971 -2.20597 -4.16240  0.000
H -2.69176 0.68693 -4.99377  0.000
H -4.05623 1.10556 -3.94615  0.000
H -2.46641 1.83511 -3.67134  0.000
H -3.08025 -1.78288 -4.47784  0.000
H -3.12246 -2.33321 -2.80058  0.000
H -4.44044 -1.33593 -3.43640  0.000
H -2.62747 1.06037 -1.22893  0.001
H -4.15052 0.30035 -1.61635  0.001
H -2.89204 -0.65096 -0.86836  0.001
H 4.14021 3.51096 -0.48925  0.000
H 5.48934 1.81599 -2.01505  0.000
H 5.17151 0.12723 -1.60528  0.000
H 4.41409 0.84179 -3.02275  0.000
H 2.25289 5.30527 -0.18042  0.000
H 0.65552 4.73398 -0.67012  0.000
H 0.83392 5.70611 0.79931  0.000
H 3.37122 4.32192 1.89367  0.000
H 1.93576 4.72658 2.84760  0.000
H 2.54864 3.06554 2.82244  0.000
H -0.59052 2.97973 0.73218  0.000
H 0.18221 2.29833 2.16999  0.001
H -0.30117 3.97535 2.13854  0.001
H 0.49070 -5.38984 2.01663  0.000
H -0.92301 -4.92764 2.97669  0.000
H -0.87818 -4.59103 1.23851  0.000
H 1.97757 -4.07918 3.62610  0.000
H 1.63767 -2.37640 3.94616  0.000
H 0.54571 -3.62617 4.56357  0.000
H -1.43838 -2.14172 1.77566  0.000
H -1.38888 -2.55798 3.47162  0.000
H -0.40867 -1.23448 2.89313  0.001
O -2.49838 0.81353 1.86386  0.083
N -3.54130 1.17440 2.61840  0.283
C -3.89859 2.50408 2.73128  0.094
C -4.94743 2.88464 3.51170  0.065
C -5.71271 1.93541 4.23214  0.245
C -5.33411 0.57966 4.07897  0.065
C -4.28138 0.22199 3.29267  0.095
H -3.28122 3.18008 2.15901  0.014
H -5.17711 3.94253 3.56002  0.001
H -6.54584 2.22857 4.85294  0.020
H -5.87318 -0.21433 4.58222  0.001
H -3.94677 -0.79242 3.13611  0.014

Atoms 1-3, force components in eV/Å:
K -0.1 0.0 0.1
C 0.0 0.0 0.0
C 0.0 0.0 -0.1


# 8
Density functional theory data (ωB97M-V/def2-TZVPD) for C16H20ClInN2O4SSe2 as an isolated structure.

Results
- LUMO energy (eV) = -1.1
- HOMO-LUMO gap (eV) = 5.7
- E_HOMO (Eh) = -0.2490
- relative energy (zero: lowest compared OMol25 entry of this formula, charge and spin) (kJ/mol) = 0.0

Last column: Löwdin charge in e.
CARTESIAN COORDINATES (ANGSTROEM)
In 0.71296 0.70327 -0.60413  0.794
O -6.96950 0.09651 1.01815  -0.052
C -5.85820 -0.45789 0.30600  -0.208
C -4.56997 0.13730 0.87113  -0.590
C -4.57514 0.02060 2.40944  -0.230
O -5.10466 -1.22082 2.86238  -0.051
C -4.46942 1.60487 0.45089  -0.515
Se -2.75863 2.34850 1.03440  0.608
C -3.42231 -0.64831 0.25803  -0.371
Se -1.66216 0.11922 0.67990  0.770
H -7.78042 -0.26577 0.65052  0.094
H -5.92507 -0.21950 -0.76077  0.129
H -5.84122 -1.54505 0.41655  0.128
H -5.13219 0.86036 2.83119  0.127
H -3.55766 0.07599 2.78900  0.091
H -6.05924 -1.16953 2.74149  0.076
H -5.27343 2.19070 0.89208  0.070
H -4.52732 1.68520 -0.63501  0.068
H -3.49291 -0.70690 -0.82703  0.089
H -3.36652 -1.65662 0.66432  0.094
Cl 1.58609 3.48653 5.69209  0.649
C 1.54242 3.23088 3.96869  -0.666
C 2.60261 2.59398 3.34691  -0.099
C 2.57167 2.41084 1.97350  -0.065
C 1.49684 2.86196 1.20714  -0.343
C 1.47665 2.66313 -0.27481  -0.219
C 0.44203 3.49056 1.86270  -0.078
C 0.45525 3.67406 3.23710  -0.092
H 3.44242 2.24680 3.93358  0.106
H 3.39847 1.90806 1.48574  0.084
H 2.46265 2.62963 -0.73196  0.053
H 0.80931 3.33446 -0.80925  0.053
H -0.40726 3.84267 1.29065  0.061
H -0.37576 4.15500 3.73474  0.110
S 3.12474 -0.67241 0.14227  0.721
C 2.73474 -1.27147 -1.36949  -0.841
N 2.87119 -2.59911 -1.66432  0.095
C 2.61993 -3.11945 -2.87664  -0.034
C 2.21911 -2.30297 -3.88614  -0.020
C 2.01656 -0.95509 -3.54796  -0.081
N 2.24433 -0.46017 -2.35609  0.015
H 3.10734 -3.19603 -0.88442  0.156
H 2.74818 -4.18724 -2.98034  0.140
H 2.02465 -2.68153 -4.87608  0.112
H 1.62662 -0.26123 -4.28520  0.130
O 0.23812 -1.26232 -0.79538  -0.504
O -1.07625 -1.53436 -0.37548  -0.562

Atoms 1-3, force components in eV/Å:
In -0.4 -0.4 0.3
O 0.1 -0.1 0.0
C -0.1 0.0 0.0


For each record above, in turn, the calculated E_tot values are -28894.883 -96144.227 -35747.084 -16054.148 -26685.294 -7357.767 -60286.880 -187306.316 eV.